[1]
Entry from the OMol25 dataset: a structure of composition C27H43CoN7O5PSTe (the ωB97M-V functional and the def2-TZVPD basis).

Each line ends with the Mulliken charge.
Element x y z (Å)
H (3.564, -1.631, -1.107)  0.041
H (4.903, 2.783, 0.918)  0.265
N (-1.012, -1.344, 0.796)  1.968
C (-1.740, 1.806, -2.675)  0.180
H (-1.115, -2.783, -1.655)  0.172
H (-2.633, -1.934, -1.420)  0.013
N (1.608, 0.301, -0.980)  0.739
O (1.512, -0.798, 3.828)  -0.990
H (1.500, -0.349, -2.962)  0.333
H (5.202, -0.127, -2.203)  0.462
O (-2.046, 0.280, -0.831)  -0.582
C (-1.868, -3.285, 1.500)  -1.378
C (-3.365, 0.944, 2.132)  0.155
C (1.829, -0.731, -1.990)  -0.799
H (3.929, 0.559, -3.211)  0.291
C (-1.645, -2.447, 0.391)  0.263
H (-1.377, -4.025, 4.198)  0.476
C (-4.199, 0.870, -3.627)  0.737
N (-0.839, -1.472, 2.123)  0.272
H (-5.507, -1.013, 4.108)  0.462
C (-0.590, 2.421, -2.118)  0.733
C (-2.274, 2.250, -3.916)  -1.144
C (-2.459, 0.829, -1.951)  0.507
H (1.186, -1.580, -1.749)  -0.020
P (2.331, -1.245, 2.662)  1.004
H (1.962, -4.722, 2.072)  0.461
H (2.696, 3.950, 1.024)  0.457
O (1.710, -1.262, 1.301)  -0.955
N (2.362, 1.991, 0.387)  0.214
H (-4.870, 1.600, 0.722)  0.485
C (3.287, -1.148, -2.047)  -0.516
H (2.572, 1.207, 3.463)  0.428
H (-3.878, 2.148, -5.330)  0.499
N (1.711, -3.765, 2.334)  -0.058
H (-6.611, 0.155, 2.045)  0.435
H (4.074, 1.805, 3.082)  0.476
H (2.511, 3.789, -0.723)  0.073
H (-2.165, -2.498, 4.563)  0.226
H (-6.430, 0.050, -2.441)  0.311
H (-0.416, -2.559, 4.530)  0.283
H (5.755, 1.833, -1.112)  0.354
C (-3.464, 1.804, -4.396)  -1.153
C (2.866, -3.000, 2.884)  -0.875
C (-6.230, -0.358, -3.433)  -0.754
H (-2.527, -3.672, -1.100)  0.481
H (-7.151, -0.406, -4.004)  0.257
C (-4.630, 1.005, 1.589)  -0.273
C (-1.316, -2.946, 4.046)  -1.188
H (-0.359, 4.373, -2.985)  0.467
H (2.951, 1.501, 1.806)  0.027
H (1.346, 2.093, 0.475)  -0.324
H (-4.240, -0.339, -1.837)  0.384
S (-3.352, -0.049, 3.527)  -0.141
C (2.957, 3.329, 0.164)  -0.472
H (4.632, 2.742, -2.116)  0.335
C (4.135, 0.094, -2.239)  -0.858
H (1.130, 3.635, -2.392)  -0.068
H (-0.316, -0.772, 2.640)  0.445
O (-0.209, 2.182, -0.945)  -0.140
N (3.332, 1.176, 2.769)  0.013
C (-1.351, -2.616, 2.593)  -0.008
H (-5.791, -1.354, -3.351)  0.325
O (-5.368, 0.504, -4.165)  -0.442
H (3.038, -3.301, 3.914)  0.455
N (3.845, 1.046, -1.167)  0.357
C (4.451, 3.159, -0.005)  -0.419
H (-2.375, -4.231, 1.500)  0.553
C (-2.003, -2.723, -1.027)  -1.299
H (0.391, 3.083, -3.909)  0.429
H (4.917, 4.122, -0.210)  0.401
H (4.448, -0.423, 3.558)  0.581
H (1.375, -3.235, 1.506)  0.012
H (3.462, -1.858, -2.853)  0.530
Co (-0.393, 0.265, -0.128)  -0.046
H (4.431, -0.321, 1.774)  0.320
C (3.836, -0.216, 2.681)  -0.681
C (-5.009, -0.396, 3.382)  -0.427
C (4.731, 2.212, -1.160)  -0.736
C (-3.706, 0.387, -2.426)  -0.408
H (3.723, -3.256, 2.261)  0.435
H (-1.733, 2.984, -4.491)  0.478
C (0.192, 3.437, -2.899)  -1.585
H (0.925, -3.805, 2.992)  0.191
Te (-1.765, 1.994, 1.409)  0.426
C (-5.568, 0.231, 2.303)  -0.674
C (2.580, 1.070, -0.667)  -0.264

HOMO (alpha / beta): -12.2 / -12.1 eV
total energy: -114397.416 eV
relative energy (zero: lowest compared OMol25 entry of this formula, charge and spin): 0.00 kJ/mol
charge: +2
largest force on an atom: 2.5 eV/Å
multiplicity: 1
E_LUMO (alpha / beta): -5.8269 / -5.8386 eV
Kohn-Sham gap (alpha / beta): 6.328 / 6.305 eV


[2]
Entry from the OMol25 dataset: a structure of composition C27H44BIrN8 (the ωB97M-V functional and the def2-TZVPD basis).

Each line ends with the Mulliken charge.
Element x y z (Å)
H (-3.316, 2.535, -1.216)  0.325
H (1.210, 2.219, 4.298)  0.280
H (2.844, -4.294, -2.442)  0.454
C (-3.136, 0.321, 0.051)  -0.393
H (-2.345, -2.589, 4.574)  0.442
C (-1.755, -3.202, 3.893)  -2.214
C (0.573, 0.318, 3.524)  0.627
C (-1.001, 3.384, -3.646)  -1.739
B (1.509, 1.257, 1.310)  -1.237
H (2.866, -2.456, -4.251)  0.456
H (-1.864, 1.061, -4.138)  0.604
H (-0.820, 0.458, -2.844)  0.120
H (-1.601, -4.294, 1.308)  0.440
H (-0.390, 4.781, -1.145)  0.549
C (-4.502, 0.179, -0.178)  -0.699
H (2.188, 1.949, 1.981)  0.007
H (1.154, 4.185, 2.202)  0.271
C (-2.955, 3.034, -2.114)  -1.607
H (5.697, 0.809, 0.852)  0.389
H (2.721, -0.757, -3.771)  0.362
C (0.639, 3.449, 0.266)  0.547
H (4.150, -3.433, -1.628)  0.385
N (0.610, 0.373, 2.184)  0.601
H (-0.836, 4.402, -3.301)  0.344
H (-5.302, 0.793, 0.195)  0.509
C (0.933, -2.325, -2.312)  -1.410
C (-1.612, -2.507, 2.535)  2.242
N (-0.197, -0.585, 1.679)  0.048
N (-2.455, -0.616, -0.611)  0.355
H (-0.514, -1.021, 4.882)  0.658
N (1.811, -0.520, -0.412)  0.251
H (2.459, 4.273, 1.016)  0.279
H (-3.099, -2.145, -1.823)  0.156
H (-0.002, -3.840, 1.916)  0.455
C (4.679, 1.077, 1.120)  -1.374
N (2.381, 0.341, 0.446)  0.642
H (-2.273, -4.151, 3.763)  0.439
C (1.382, 4.378, 1.155)  -1.447
C (-0.943, -3.453, 1.526)  -1.275
H (2.446, 0.961, 4.293)  0.296
H (4.548, 0.914, 2.190)  0.284
H (4.543, 2.143, 0.933)  0.276
C (-1.720, 1.053, -3.059)  -1.524
C (-3.020, -2.138, 2.032)  -1.165
C (3.068, -3.522, -1.706)  -1.646
C (-0.178, 3.784, -0.805)  -1.285
H (1.104, 5.402, 0.920)  0.412
H (2.684, -3.841, -0.736)  0.357
H (-2.585, 0.567, -2.617)  0.194
H (-0.733, -2.915, 0.586)  -0.028
H (-3.029, -2.043, 0.950)  0.106
C (2.450, -2.183, -2.140)  2.013
N (0.650, 2.110, 0.364)  0.671
H (0.697, -3.080, -3.061)  0.649
H (-2.910, 4.103, -1.909)  0.395
C (-4.609, -0.907, -1.022)  -0.545
H (-3.717, -2.931, 2.301)  0.520
H (-3.378, -1.212, 2.482)  0.336
H (-5.479, -1.362, -1.464)  0.509
H (-0.054, 2.983, -4.010)  0.402
H (-2.620, 1.035, 0.671)  0.496
H (1.132, 0.899, 5.472)  0.386
H (-1.700, 3.426, -4.481)  0.505
C (1.383, 1.154, 4.446)  -1.458
N (-0.138, 1.586, -0.608)  -0.090
H (0.462, -2.652, -1.366)  0.144
H (4.172, -1.673, -3.363)  0.389
C (-0.652, 2.586, -1.342)  -0.526
C (3.720, 0.266, 0.328)  0.760
H (-0.783, -3.406, 4.343)  0.503
H (-3.674, 2.868, -2.917)  0.443
C (-0.746, -1.281, 2.690)  -0.655
N (-3.367, -1.354, -1.259)  -0.351
C (2.761, -1.155, -1.094)  -0.219
H (0.493, -1.375, -2.662)  0.104
C (3.090, -1.736, -3.464)  -1.670
Ir (-0.293, -0.565, -0.455)  1.378
C (-0.288, -0.718, 3.876)  -0.977
C (-1.576, 2.491, -2.533)  2.549
C (3.996, -0.685, -0.653)  -1.368
H (4.970, -0.984, -0.998)  0.588

HOMO: -14.7 eV
total energy: -44137.298 eV
charge: +2
largest force on an atom: 2.5 eV/Å
multiplicity: 1
E_LUMO: -8.1763 eV
Kohn-Sham gap: 6.512 eV


[3]
Entry from the OMol25 dataset: a structure of composition C27H44O3PRe (the ωB97M-V functional and the def2-TZVPD basis).

Each line ends with the Mulliken charge.
Element x y z (Å)
H (3.269, 1.295, -2.722)  0.548
H (-1.765, -4.899, -3.337)  0.418
C (-2.772, -0.046, 1.836)  -1.485
H (1.030, -0.452, 3.607)  0.246
H (1.443, -3.487, 4.866)  0.348
H (1.470, -2.011, -1.168)  0.179
O (-0.262, -4.792, 1.192)  -0.399
H (0.694, -1.536, -3.369)  0.071
H (-0.361, 0.380, 4.357)  0.309
H (1.936, -1.226, 1.083)  -0.505
H (-0.580, 2.324, -2.401)  0.155
C (1.992, -0.481, 0.286)  -0.224
H (2.651, -3.700, 2.022)  0.337
H (2.939, -4.258, 4.415)  0.430
H (-2.273, 3.156, -0.806)  0.394
H (2.386, -4.016, -0.079)  0.122
H (2.663, -2.281, 3.039)  0.245
C (-0.034, -0.213, 3.479)  -1.320
H (-3.527, -1.484, -3.599)  0.443
H (1.428, -4.942, 3.817)  0.296
H (2.592, -5.696, -0.525)  0.531
C (-1.279, 0.358, -1.821)  1.158
C (-1.147, -4.088, -2.908)  -0.941
C (-1.265, 1.496, -2.613)  -0.169
H (2.615, 1.587, -1.109)  0.067
C (-0.074, 2.346, 0.727)  0.677
H (2.830, 0.209, 0.381)  0.725
H (-2.533, -1.081, 2.105)  0.345
C (-2.989, 0.564, -4.029)  -0.871
H (2.441, 1.042, 2.718)  0.343
H (0.212, 4.492, 0.617)  0.339
H (1.521, -5.625, 1.644)  0.257
C (-1.414, 1.837, 0.666)  0.327
H (1.524, 3.542, -0.073)  0.305
C (1.988, 1.924, 2.265)  -1.383
H (0.607, 0.121, -3.983)  0.280
H (-1.153, -5.145, -1.039)  0.443
H (1.679, 2.025, -2.551)  0.143
C (-0.261, 0.575, 2.236)  1.075
P (-0.551, -3.207, 1.023)  0.373
H (1.967, 2.712, 3.035)  0.285
C (1.257, -0.606, -3.481)  -1.292
C (-2.067, -0.724, -2.180)  -0.531
C (0.939, -5.481, 0.735)  -0.551
C (1.936, -4.009, 4.046)  -1.497
H (-2.047, -1.633, -1.575)  0.366
C (1.744, -0.108, -2.162)  1.060
H (-3.429, -0.045, 0.953)  0.346
Re (0.053, 0.367, 0.167)  -0.719
C (-2.915, -0.623, -3.300)  -0.495
H (1.349, -4.799, -1.338)  -0.003
H (-2.199, 2.569, -4.232)  0.447
C (-1.517, 0.709, 1.552)  0.789
C (1.664, -0.945, -1.050)  -0.457
H (-0.109, -4.265, -3.252)  0.239
O (0.844, -2.675, 2.131)  -0.240
O (-0.362, -3.204, -0.683)  -0.276
H (-3.665, 0.650, -4.875)  0.384
H (-1.536, -3.153, -3.359)  0.100
H (-3.266, 1.756, -0.390)  0.293
C (-2.159, 1.637, -3.675)  -0.772
H (2.648, 2.279, 1.465)  0.405
H (-3.301, 0.433, 2.678)  0.283
C (-1.303, -4.117, -1.402)  -0.574
H (0.009, 3.694, -0.938)  0.360
C (2.061, -3.175, 2.785)  -0.057
H (0.539, -6.436, 0.415)  0.460
H (-0.606, -1.149, 3.447)  0.374
H (-3.137, 3.104, 0.754)  0.378
H (-2.318, -3.784, -1.140)  0.457
H (2.104, -0.799, -4.149)  0.475
C (-2.581, 2.504, 0.017)  -1.417
C (1.825, -4.924, -0.354)  -0.647
C (0.443, 3.580, 0.054)  -1.442
C (0.643, 1.577, 1.721)  0.721
C (2.345, 1.252, -2.121)  -0.884

HOMO (alpha / beta): -9.4 / -11.4 eV
total energy: -46264.179 eV
relative energy (zero: lowest compared OMol25 entry of this formula, charge and spin): 0.00 kJ/mol
⟨S²⟩: 3.77
charge: +1
largest force on an atom: 12.6 eV/Å
multiplicity: 4
E_LUMO (alpha / beta): -3.3569 / -4.5339 eV
Kohn-Sham gap (alpha / beta): 6.059 / 6.867 eV


[4]
Entry from the OMol25 dataset: a structure of composition C27H45BrN2O2P2Sn (the ωB97M-V functional and the def2-TZVPD basis).

Each line ends with the Mulliken charge.
Element x y z (Å)
H (1.398, 2.123, -5.738)  0.435
H (-1.238, 2.823, -4.474)  0.520
H (4.971, 2.153, -0.715)  0.390
H (1.990, 1.182, 2.367)  0.324
C (1.116, -2.902, 4.938)  -0.514
H (-1.301, -2.281, 6.129)  0.406
H (3.196, -2.488, 4.612)  0.539
C (-1.713, -0.977, -0.273)  0.909
N (-0.054, 0.858, 5.994)  -0.632
C (3.428, -3.029, 2.061)  -0.672
C (-0.889, -1.753, -6.124)  -1.495
N (-3.821, -0.154, 0.340)  -0.176
H (0.367, -3.666, 4.771)  0.335
H (0.424, -4.549, 2.977)  0.535
H (-3.492, -2.200, -0.207)  0.351
H (1.181, -0.760, -6.841)  0.174
Br (1.328, -1.506, -3.119)  -0.322
H (2.695, 2.553, -1.610)  0.275
H (-1.144, -1.543, -4.028)  0.427
H (-0.670, 1.667, 2.221)  -0.029
H (-0.871, 4.157, -1.951)  0.471
H (4.011, 0.694, -0.590)  0.261
H (4.412, -2.821, 2.513)  0.452
C (1.207, 0.329, -6.991)  -1.055
O (-1.618, 0.219, -0.623)  -0.719
C (2.335, -3.417, 2.896)  0.755
H (2.808, -0.926, 5.822)  0.331
C (-2.240, 1.750, -6.100)  -1.068
C (1.749, -2.826, 0.407)  -0.452
H (-4.827, -0.299, 0.381)  0.384
H (-2.843, 0.839, -6.217)  0.328
C (4.101, 1.718, -0.214)  -1.224
P (1.309, 1.893, 0.188)  0.354
H (-1.457, -2.696, -6.077)  0.445
C (0.127, 2.234, 2.744)  -0.642
H (-0.196, 3.291, 2.807)  0.344
H (-1.174, -1.249, -7.060)  0.330
H (0.166, -2.062, -6.162)  0.303
C (1.255, 0.579, 5.980)  -0.374
C (-0.563, -1.486, 6.081)  -0.626
H (1.967, 1.411, 5.969)  0.438
H (4.316, 1.664, 0.854)  0.326
H (-3.560, 0.418, 1.150)  0.353
H (0.347, 0.642, -7.602)  0.220
C (1.143, -4.006, 2.346)  -0.662
H (-0.344, 2.510, -2.311)  0.128
C (-0.076, 3.423, -1.761)  -1.467
H (-3.504, 0.378, -0.503)  0.264
C (3.107, -2.790, 0.741)  -0.766
O (-0.780, -1.846, -0.395)  -0.740
C (2.860, 2.548, -0.525)  -0.641
C (-0.943, -0.139, 6.117)  -0.375
H (0.184, 1.837, 3.774)  0.057
H (0.856, 3.807, -2.194)  0.395
H (-0.082, -4.035, 0.560)  0.583
P (-0.160, 0.619, -4.487)  0.692
C (-3.013, -1.400, 0.363)  -0.790
H (2.961, 3.598, -0.212)  0.516
H (0.221, 4.063, 0.324)  0.672
H (-1.525, 1.821, -6.931)  0.231
H (-2.928, 2.603, -6.157)  0.403
C (-1.562, 1.810, -4.736)  -0.640
H (-2.248, 1.470, -3.949)  0.300
C (-1.209, -0.899, -4.913)  -0.561
C (2.278, -2.879, 4.196)  -0.589
H (-2.245, -0.539, -4.966)  0.585
H (2.156, 0.647, -5.102)  0.390
C (1.476, 2.094, 2.021)  -0.535
C (1.739, -0.733, 5.907)  -0.406
H (-1.993, 0.150, 6.194)  0.396
C (1.262, 1.020, -5.641)  -0.576
H (-2.839, -1.728, 1.390)  0.388
Sn (1.206, -0.950, -0.496)  1.287
C (0.037, 3.144, -0.261)  -0.551
C (0.780, -1.779, 5.755)  0.875
H (2.142, 2.947, 2.224)  0.557
H (3.831, -2.452, 0.011)  0.646
H (2.120, 0.537, -7.562)  0.407
H (-0.924, 2.731, 0.086)  0.272
C (0.847, -3.695, 1.024)  -0.463

HOMO (alpha / beta): -11.5 / -11.6 eV
total energy: -130237.779 eV
charge: +2
largest force on an atom: 3.0 eV/Å
multiplicity: 1
E_LUMO (alpha / beta): -6.5896 / -7.6377 eV
Kohn-Sham gap (alpha / beta): 4.932 / 3.927 eV